a:
Computed, not measured: a 2-piece molecular cluster, ClH2N2O overall, with ωB97M-V/def2-TZVPD.

Each atom is followed by the atoms it is bonded to, with distances in Å.
Geometry (Å):
1 N 0.104 0.112 0.115  N2 1.294, H5 0.988, H6 0.971
2 N 1.149 -0.604 0.379  N1 1.294, O3 1.351
3 O 2.279 -0.437 -0.342  N2 1.351
4 Cl -2.772 0.166 -0.100  no bonds
5 H -0.772 0.012 0.560  N1 0.988
6 H 0.012 0.750 -0.611  N1 0.971

Kohn-Sham gap in eV: 9.133
Multiplicity: 1
HOMO level in eV: -4.659
Total charge: -1

---

b:
Computed, not measured: a 2-piece molecular cluster, ClH2N2O overall, with ωB97M-V/def2-TZVPD.

Each atom is followed by the atoms it is bonded to, with distances in Å.
Geometry (Å):
1 N 0.342 0.139 0.028  N2 1.337, H5 0.994, H6 1.026
2 N 0.195 -0.627 1.115  N1 1.337, O3 1.227
3 O 0.063 -0.027 2.177  N2 1.227
4 Cl -1.088 -0.172 -2.641  no bonds
5 H 0.357 -0.455 -0.769  N1 0.994
6 H 0.133 1.142 0.090  N1 1.026

Kohn-Sham gap in eV: 8.830
Multiplicity: 1
HOMO level in eV: -4.174
Total charge: -1

---

Sorted by energy, starting with the most stable: b, a.